# 1
{"formula": "C4H8N2", "method": "the ωB97M-V functional and the def2-TZVPD basis", "homo_energy_ha": [-0.284, -0.259], "homo_lumo_gap_ev": [7.719, 7.493], "total_charge": 0, "symbols": ["C", "C", "N", "C", "C", "N", "H", "H", "H", "H", "H", "H", "H", "H"], "xyz": [[2.020, -0.851, 0.204], [-1.043, 1.124, -0.064], [-1.456, -1.161, -0.493], [1.149, 0.197, -0.399], [-1.935, 1.904, 0.482], [-0.125, 0.283, -0.132], [-1.323, -1.709, 0.367], [-0.939, -1.665, -1.218], [1.501, 0.771, -1.248], [-2.593, 2.493, -0.140], [-2.021, 1.992, 1.560], [3.026, -0.792, -0.210], [1.647, -1.864, 0.005], [2.092, -0.724, 1.286]], "forces_ev_per_a": [[-0.127, -0.078, 0.088], [0.773, -0.208, 0.983], [-1.044, -1.298, 0.010], [0.611, 0.362, -0.765], [-0.018, 0.230, -0.673], [-0.464, 0.803, 0.376], [0.107, 0.165, -0.289], [0.153, 0.024, 0.101], [0.079, 0.073, 0.067], [0.003, 0.081, 0.048], [0.024, -0.192, -0.050], [-0.054, 0.077, 0.011], [-0.072, 0.083, 0.052], [0.028, -0.122, 0.043]]}

=====

# 2
{"formula": "C2H5N3O2", "method": "the ωB97M-V functional and the def2-TZVPD basis", "homo_energy_ha": -0.341, "homo_lumo_gap_ev": 9.750, "total_charge": 0, "symbols": ["C", "C", "N", "N", "N", "O", "O", "H", "H", "H", "H", "H"], "xyz": [[1.616, -0.879, -0.383], [1.015, 1.592, 1.534], [2.208, 1.516, 1.706], [0.497, -0.800, -0.687], [-2.473, -0.835, -1.178], [-0.137, 1.691, 1.720], [3.233, 0.840, 1.150], [-0.492, -0.657, -0.783], [2.909, 0.061, 0.613], [-2.639, -1.800, -0.923], [-2.680, -0.510, -2.151], [-3.057, -0.220, -0.619]], "forces_ev_per_a": [[-0.771, 0.001, -0.291], [0.169, -0.659, 0.820], [-0.261, 0.349, 0.013], [1.469, -0.024, 0.509], [0.204, 1.605, -0.614], [-0.436, 0.307, -0.561], [0.887, -0.633, -0.709], [-1.108, -0.071, -0.360], [-0.198, 0.697, 0.495], [-0.370, 0.110, -0.688], [0.270, -1.370, 1.074], [0.145, -0.312, 0.312]]}

=====

So what do the calculations give for energy relative to the best compared isomer or geometry (same formula, charge and spin)? Going down the list: 132.87 112.89 kcal per mole.
So what do the calculations give for E? Going down the list: -266.5103 -393.8394 hartree.